An isolated molecule of C2H4F2O at a distorted geometry, computed with wB97M-V/def2-TZVPD.

```
9
Properties=species:S:1:pos:R:3:forces:R:3
C -0.955 0.154 -0.437 1.6 0.2 1.7
C 0.346 -0.179 0.286 -0.9 -1.2 0.2
O 1.164 0.866 0.448 3.0 0.1 0.1
F 0.951 -1.095 -0.463 1.3 -1.4 -1.3
F 0.193 -0.861 1.498 -0.5 0.8 -0.3
H -1.599 -0.626 -0.620 -0.6 -2.8 -0.4
H -1.573 0.668 0.227 -0.7 2.2 0.7
H -0.687 0.540 -1.379 0.1 1.2 -0.8
H 2.159 0.532 0.439 -3.2 0.8 0.2
```
Positions in Å, forces in eV/Å.

Summary:
* SMILES: CC(O)(F)F
* multiplicity: 1
* ΔE to the lowest compared entry with this formula, charge and spin: 17.3 kJ/mol
* lowest unoccupied orbital energy: 0.77 eV
* net charge: 0
* E_HOMO: -12.2 eV

=====

A structure of composition C15H35CeCl2N4P at a distorted geometry, computed with wB97M-V/def2-TZVPD.

```
58
Properties=species:S:1:pos:R:3:forces:R:3
Ce 1.343 -0.029 0.864 -1.1 -1.1 -1.5
Cl -0.274 -1.693 1.948 0.0 0.0 0.2
Cl 1.113 0.384 -1.681 0.3 0.2 0.2
H 2.528 -1.324 0.588 1.7 -1.6 -0.4
H 0.218 1.262 1.204 -1.6 1.9 0.7
P -2.577 -1.647 -1.785 2.7 2.1 1.8
C -3.965 -1.484 -0.624 -0.5 -0.2 -0.3
C -2.727 -0.855 -3.442 -1.1 -0.9 -0.5
C -1.736 -3.242 -1.540 -0.5 -0.4 -0.6
C -3.749 -0.193 0.189 -0.4 0.0 0.0
H -3.846 -2.349 0.053 0.0 0.3 -0.2
C -5.353 -1.596 -1.265 -0.2 0.2 0.5
H -5.516 -0.821 -2.026 0.0 -0.1 0.1
H -6.104 -1.471 -0.471 -0.1 0.0 -0.3
H -5.498 -2.579 -1.725 0.0 0.2 0.0
H -2.822 -0.247 0.771 -0.2 0.0 -0.2
H -4.583 -0.030 0.878 0.0 0.0 0.1
H -3.692 0.680 -0.475 0.0 -0.2 0.2
H -1.804 -3.406 -0.450 0.0 0.3 -0.4
C -0.240 -3.124 -1.902 0.2 0.0 0.0
C -2.462 -4.402 -2.227 0.5 -0.7 0.0
H -3.404 -4.634 -1.716 0.1 0.1 -0.1
H -1.821 -5.298 -2.174 -0.3 0.0 -0.1
H -2.687 -4.189 -3.283 0.2 -0.1 0.3
H 0.098 -2.077 -1.965 -0.3 -0.5 0.0
H -0.011 -3.624 -2.853 -0.1 0.1 0.2
H 0.370 -3.592 -1.118 -0.1 -0.1 -0.2
C -2.960 0.661 -3.296 0.1 -0.2 0.0
H -3.622 -1.361 -3.854 0.3 0.7 -0.6
C -1.506 -1.119 -4.342 0.0 0.0 0.2
H -3.839 0.894 -2.686 0.2 0.0 -0.1
H -3.113 1.123 -4.279 0.0 -0.2 0.0
H -2.078 1.140 -2.849 -0.2 -0.2 0.0
H -0.598 -0.677 -3.905 -0.3 -0.2 0.0
H -1.658 -0.648 -5.323 -0.1 -0.1 0.2
H -1.336 -2.189 -4.510 0.0 0.2 0.1
C 2.167 1.856 3.448 0.5 0.4 -0.1
N 2.510 1.773 1.978 1.5 0.6 1.0
C 3.830 1.014 1.854 0.2 0.9 0.6
N 4.923 1.650 2.630 -1.0 0.2 -0.1
C 4.499 1.719 4.057 -0.2 0.1 -0.4
N 3.247 2.486 4.238 0.1 -0.2 -0.8
C 3.480 3.852 3.709 -0.2 -0.3 -0.3
N 3.835 3.839 2.269 -0.1 -0.8 0.3
C 2.750 3.178 1.512 0.3 0.0 0.3
C 5.078 3.046 2.138 -0.4 -0.2 -0.1
H 1.976 0.834 3.814 0.0 0.3 0.1
H 1.264 2.474 3.529 0.2 -0.3 0.0
H 4.112 0.996 0.786 -0.1 -0.1 0.3
H 3.676 -0.018 2.231 0.2 0.3 -0.2
H 5.301 2.219 4.623 -0.3 -0.3 -0.1
H 4.342 0.696 4.421 0.1 0.2 0.0
H 2.561 4.437 3.836 0.2 0.0 0.1
H 4.315 4.302 4.266 -0.4 0.0 -0.1
H 3.009 3.144 0.446 -0.1 0.1 0.2
H 1.810 3.722 1.669 0.3 -0.1 -0.2
H 5.863 3.529 2.738 -0.2 -0.1 -0.3
H 5.360 3.009 1.077 0.1 0.1 0.3
```
Positions in Å, forces in eV/Å.

Summary:
* multiplicity: 1
* ΔE to the lowest compared entry with this formula, charge and spin: 0.0 kJ/mol
* lowest unoccupied orbital energy (alpha / beta): 0.01 / 0.02 eV
* net charge: 0
* E_HOMO (alpha / beta): -6.0 / -6.0 eV

=====

A structure of composition H12MgO6, computed with wB97M-V/def2-TZVPD.

```
19
Properties=species:S:1:pos:R:3:forces:R:3
Mg 18.296 -16.837 -9.187 0.3 -0.1 -0.2
O 17.208 -17.618 -7.689 -0.4 -0.5 0.3
H 17.074 -18.576 -7.686 0.0 0.0 0.1
H 16.648 -17.279 -6.980 0.1 0.1 0.0
O 19.509 -16.106 -10.728 0.1 0.1 -0.1
H 19.294 -15.450 -11.404 0.0 0.0 0.0
H 20.331 -16.517 -11.027 0.0 0.0 0.0
O 20.032 -17.905 -8.634 0.6 0.2 0.1
H 20.403 -18.799 -8.668 -0.3 -0.1 0.0
H 20.772 -17.380 -8.292 -0.1 -0.1 0.0
O 16.796 -15.749 -9.978 -0.3 0.8 -0.1
H 15.853 -15.802 -10.190 0.0 -0.2 0.1
H 16.990 -14.799 -10.010 -0.1 -0.1 -0.1
O 17.751 -18.444 -10.334 -0.3 -0.4 -0.1
H 18.245 -19.202 -10.674 0.1 0.1 0.0
H 16.856 -18.555 -10.682 0.0 0.0 0.0
O 18.830 -15.241 -7.953 0.4 0.0 0.3
H 18.382 -14.619 -7.363 -0.2 -0.1 -0.1
H 19.725 -15.281 -7.581 -0.1 0.2 -0.1
```
Positions in Å, forces in eV/Å.

Summary:
* multiplicity: 1
* ΔE to the lowest compared entry with this formula, charge and spin: 20.0 kJ/mol
* lowest unoccupied orbital energy: -7.03 eV
* net charge: +2
* E_HOMO: -20.4 eV

=====

The ion C11H17N2 with charge +1 at a distorted geometry, computed with wB97M-V/def2-TZVPD.

```
30
Properties=species:S:1:pos:R:3:forces:R:3
C 0.098 2.418 0.334 -0.2 -1.4 -0.7
C -1.220 -0.260 -0.176 -1.0 -0.3 0.7
C 2.559 0.083 1.552 -0.2 0.2 0.9
C 2.398 -2.144 -0.121 -0.8 -0.9 -0.3
C -0.109 -0.772 -1.123 0.8 -3.5 3.2
C 1.469 1.036 1.748 -0.7 0.8 -1.5
C -1.720 1.190 -0.269 -2.5 0.3 2.2
C 2.013 -0.852 0.501 2.4 1.3 1.8
C 1.234 -1.150 -0.444 -1.6 1.1 -1.5
C -0.580 -2.052 -1.774 3.7 -2.4 -1.1
C -3.217 1.215 0.134 0.1 2.0 0.8
N -1.004 2.004 0.732 1.4 -0.7 0.8
N 1.338 2.164 1.095 0.3 -0.2 0.4
H 0.349 2.447 -0.742 0.3 0.5 0.3
H -2.149 -0.825 -0.467 1.0 0.3 0.5
H -1.066 -0.453 0.927 0.0 -0.1 -1.2
H 3.421 0.583 1.183 1.1 0.2 -0.3
H 2.787 -0.394 2.508 0.1 -0.4 -0.3
H 3.365 -2.434 -0.683 -1.8 1.0 0.6
H 1.884 -2.911 0.439 1.0 -1.2 -0.1
H 0.104 -0.101 -1.832 0.7 2.8 -2.8
H 0.570 0.639 2.151 -0.8 -0.1 0.4
H -1.623 1.660 -1.191 0.4 0.4 -2.2
H -0.174 -2.206 -2.859 -0.4 0.1 2.2
H -1.572 -2.056 -1.854 -4.1 0.2 -0.7
H -0.388 -2.991 -1.125 0.1 1.5 -1.1
H -3.733 2.227 -0.046 1.1 -1.2 0.8
H -3.383 0.795 1.144 0.4 0.9 -0.1
H -3.827 0.588 -0.413 -0.9 -1.6 -1.9
H 2.173 2.554 0.670 0.1 0.0 0.0
```
Positions in Å, forces in eV/Å.

Summary:
* SMILES: C[C@@H]1C[C@H](C)C2=C(C/C=[NH+]/C=N/1)C2
* multiplicity: 1
* ΔE to the lowest compared entry with this formula, charge and spin: 666.4 kJ/mol
* lowest unoccupied orbital energy: -5.10 eV
* net charge: +1
* E_HOMO: -13.0 eV

=====

A structure of composition C51H70BN12S3Tl at a distorted geometry, computed with wB97M-V/def2-TZVPD.

```
138
Properties=species:S:1:pos:R:3:forces:R:3
Tl 0.228 -0.053 -0.056 -0.8 -0.3 -0.4
C -3.374 3.838 2.664 0.0 0.0 0.0
C -3.588 3.195 1.333 -0.3 0.1 -0.1
C -4.694 3.443 0.595 0.2 -0.1 0.1
C -4.866 2.789 -0.660 0.0 0.0 0.0
N -3.998 1.932 -1.078 -0.3 -0.2 -0.4
N -2.878 1.662 -0.371 0.0 0.4 0.4
B -2.223 0.481 -1.085 0.7 -0.1 0.8
N -3.080 -0.759 -1.034 -0.3 -0.6 0.2
N -3.669 -0.973 -2.224 -0.1 0.2 -0.3
C -4.396 -2.021 -2.412 -0.1 -0.1 0.0
C -4.566 -2.989 -1.384 0.2 0.1 0.3
C -3.988 -2.797 -0.172 -0.2 -0.2 -0.3
C -4.133 -3.818 0.915 0.0 0.0 0.0
C -3.227 -1.590 0.039 0.1 0.4 0.1
S -2.565 -1.179 1.515 0.1 0.1 0.1
C -5.087 -2.181 -3.756 0.0 0.1 0.0
C -4.736 -1.013 -4.679 0.0 -0.1 0.1
C -4.630 -3.495 -4.404 0.0 0.1 0.1
C -6.603 -2.200 -3.509 0.1 0.0 0.0
N -1.606 0.709 -2.423 0.5 -0.2 -0.8
N -1.777 1.936 -2.962 -0.3 0.2 0.1
C -1.297 2.207 -4.135 -0.1 0.0 0.0
C -0.501 1.275 -4.849 0.1 -0.3 0.1
C -0.275 0.044 -4.324 0.0 0.4 -0.3
C 0.580 -0.968 -5.006 0.0 0.0 0.0
C -0.903 -0.286 -3.076 -0.2 -0.2 0.3
S -0.718 -1.809 -2.414 0.2 -0.1 -0.2
C -1.673 3.534 -4.774 0.0 0.1 0.0
C -2.541 4.366 -3.833 0.1 -0.1 0.0
C -2.474 3.217 -6.048 0.0 0.0 0.1
C -0.414 4.328 -5.142 0.0 -0.1 0.1
C -2.576 2.292 0.813 0.4 -0.1 0.0
S -1.142 2.112 1.636 -0.1 0.1 0.2
C -6.076 3.079 -1.534 -0.1 0.0 -0.1
C -7.364 2.858 -0.728 0.1 0.0 0.0
C -6.091 2.157 -2.754 0.0 0.1 0.1
C -6.009 4.550 -1.975 0.0 -0.1 0.0
H -4.200 4.503 2.912 0.0 0.0 0.0
H -2.438 4.397 2.660 0.0 0.0 0.1
H -3.280 3.071 3.433 0.1 0.0 0.0
H -5.455 4.119 0.964 0.0 0.0 0.0
H -5.150 -3.881 -1.571 0.0 0.0 0.0
H -5.136 -4.246 0.903 0.0 0.0 0.0
H -3.929 -3.381 1.888 0.0 0.0 0.0
H -3.423 -4.632 0.754 0.0 0.0 0.0
H -3.672 -1.027 -4.921 0.0 0.1 0.0
H -4.953 -0.063 -4.193 0.0 0.0 -0.1
H -5.312 -1.084 -5.604 0.0 0.0 0.0
H -3.550 -3.477 -4.557 0.0 0.0 0.0
H -5.119 -3.623 -5.372 0.0 0.0 0.0
H -4.874 -4.358 -3.783 0.0 0.0 0.0
H -6.911 -1.297 -2.979 0.0 0.0 0.0
H -6.902 -3.064 -2.913 0.0 0.0 0.0
H -7.138 -2.242 -4.459 0.0 0.0 0.0
H -0.062 1.547 -5.799 0.0 0.0 0.0
H 0.966 -0.579 -5.948 0.0 0.0 0.0
H 0.011 -1.880 -5.187 0.0 0.0 0.0
H 1.417 -1.238 -4.359 0.0 0.0 0.0
H -3.376 3.774 -3.467 -0.1 0.0 0.0
H -2.923 5.245 -4.355 0.0 0.0 0.0
H -1.958 4.694 -2.973 -0.1 0.0 -0.1
H -3.396 2.686 -5.802 0.0 0.0 0.0
H -1.897 2.595 -6.733 0.0 0.0 0.0
H -2.729 4.144 -6.564 0.0 0.0 0.0
H 0.208 4.498 -4.261 0.0 0.0 0.0
H -0.697 5.297 -5.557 0.0 0.0 0.0
H 0.183 3.804 -5.890 0.0 0.0 0.0
H -7.399 1.846 -0.321 0.0 0.0 0.0
H -8.230 2.996 -1.378 0.0 0.0 0.0
H -7.450 3.567 0.097 0.0 0.0 0.0
H -6.243 1.123 -2.440 0.0 0.0 0.0
H -5.143 2.201 -3.288 0.0 0.0 -0.1
H -6.898 2.442 -3.431 0.0 0.0 0.0
H -6.032 5.217 -1.112 0.0 0.0 0.0
H -6.864 4.788 -2.610 0.0 0.0 0.0
H -5.097 4.749 -2.536 0.0 0.0 0.0
C 0.167 -5.286 -0.562 0.0 0.1 0.0
C -0.039 -4.011 0.262 0.1 -0.1 -0.1
C 0.954 -3.876 1.382 0.0 0.1 -0.1
C 0.906 -4.759 2.453 0.0 0.0 0.1
C 1.840 -4.697 3.474 0.0 0.0 0.0
C 2.829 -3.731 3.428 0.0 0.0 0.0
C 2.903 -2.818 2.381 0.0 0.1 -0.1
C 4.003 -1.785 2.396 0.1 -0.1 -0.1
C 5.349 -2.355 1.938 -0.1 0.1 0.1
C 1.960 -2.894 1.342 0.1 -0.3 0.2
N 1.972 -1.938 0.309 -0.3 0.3 -0.3
C 2.890 -1.904 -0.588 -0.1 -0.4 0.2
C 2.974 -0.886 -1.571 0.2 0.3 -0.4
C 3.856 -0.809 -2.661 0.0 -0.2 0.2
C 3.540 0.367 -3.335 0.0 0.1 0.0
C 2.485 0.954 -2.622 0.1 0.1 -0.2
N 2.146 0.208 -1.565 -0.2 -0.2 0.6
H -0.515 -5.291 -1.415 0.0 -0.1 0.0
H -0.019 -6.178 0.038 0.0 0.0 0.0
H 1.188 -5.336 -0.943 0.0 0.0 0.0
H -1.053 -4.000 0.667 0.0 0.1 0.0
H 0.060 -3.156 -0.395 -0.1 0.1 0.0
H 0.124 -5.510 2.485 0.0 0.0 0.0
H 1.798 -5.399 4.297 0.0 0.0 0.0
H 3.569 -3.679 4.220 0.0 0.0 0.0
H 4.111 -1.407 3.416 0.0 0.0 0.0
H 3.730 -0.944 1.760 0.0 0.0 0.1
H 5.596 -3.262 2.492 0.0 0.0 0.0
H 6.145 -1.626 2.097 0.0 0.0 0.0
H 5.325 -2.603 0.876 0.0 0.0 0.0
H 3.647 -2.693 -0.636 0.0 0.0 0.0
H 4.615 -1.534 -2.916 0.0 0.0 0.0
H 4.010 0.760 -4.223 0.0 0.0 0.0
H 1.981 1.887 -2.827 0.0 0.0 0.1
C -1.453 5.954 -0.656 0.0 -0.1 0.0
C -0.309 4.998 -0.664 0.1 0.0 0.0
C 0.979 5.145 -0.209 0.1 0.0 0.0
C 1.597 3.891 -0.411 -0.2 0.2 0.0
N 0.741 3.032 -0.945 0.1 0.0 -0.3
N -0.399 3.727 -1.110 0.0 0.3 0.2
C 3.012 3.538 -0.095 -0.1 -0.1 0.0
H -1.129 6.906 -0.241 0.0 0.0 0.0
H -2.265 5.572 -0.032 0.0 0.0 0.0
H -1.848 6.129 -1.657 0.0 0.1 0.1
H 1.421 6.029 0.220 0.0 0.0 0.0
H -1.181 3.288 -1.578 0.0 -0.1 0.1
H 3.693 4.265 -0.537 0.0 0.0 0.0
H 3.253 2.551 -0.488 0.0 0.0 0.0
H 3.172 3.553 0.985 0.1 0.0 0.0
C -0.078 -1.228 4.114 0.0 0.0 0.0
C 0.819 -0.170 3.584 0.0 0.0 0.1
N 1.157 0.042 2.335 0.1 0.1 0.0
C 2.035 1.103 2.333 0.0 0.0 0.1
C 2.221 1.546 3.603 0.1 0.1 -0.1
N 1.448 0.724 4.390 0.0 0.0 -0.1
H -0.663 -1.651 3.303 0.0 0.0 0.0
H -0.753 -0.807 4.862 -0.1 -0.1 0.0
H 0.501 -2.033 4.572 0.0 0.0 0.0
H 2.457 1.457 1.409 0.1 0.1 0.0
H 2.809 2.352 4.004 0.0 0.0 0.0
H 1.332 0.798 5.384 0.0 -0.1 0.0
```
Positions in Å, forces in eV/Å.

Summary:
* multiplicity: 1
* ΔE to the lowest compared entry with this formula, charge and spin: 94.4 kJ/mol
* lowest unoccupied orbital energy: -0.19 eV
* net charge: 0
* E_HOMO: -6.7 eV

=====

Look up the ΔE to the lowest compared entry with this formula, charge and spin of the third one. 20.0 kJ/mol

=====

What did the third record say?
A structure of composition H12MgO6, computed with wB97M-V/def2-TZVPD.

```
19
Properties=species:S:1:pos:R:3:forces:R:3
Mg 18.296 -16.837 -9.187 0.3 -0.1 -0.2
O 17.208 -17.618 -7.689 -0.4 -0.5 0.3
H 17.074 -18.576 -7.686 0.0 0.0 0.1
H 16.648 -17.279 -6.980 0.1 0.1 0.0
O 19.509 -16.106 -10.728 0.1 0.1 -0.1
H 19.294 -15.450 -11.404 0.0 0.0 0.0
H 20.331 -16.517 -11.027 0.0 0.0 0.0
O 20.032 -17.905 -8.634 0.6 0.2 0.1
H 20.403 -18.799 -8.668 -0.3 -0.1 0.0
H 20.772 -17.380 -8.292 -0.1 -0.1 0.0
O 16.796 -15.749 -9.978 -0.3 0.8 -0.1
H 15.853 -15.802 -10.190 0.0 -0.2 0.1
H 16.990 -14.799 -10.010 -0.1 -0.1 -0.1
O 17.751 -18.444 -10.334 -0.3 -0.4 -0.1
H 18.245 -19.202 -10.674 0.1 0.1 0.0
H 16.856 -18.555 -10.682 0.0 0.0 0.0
O 18.830 -15.241 -7.953 0.4 0.0 0.3
H 18.382 -14.619 -7.363 -0.2 -0.1 -0.1
H 19.725 -15.281 -7.581 -0.1 0.2 -0.1
```
Positions in Å, forces in eV/Å.

Summary:
* multiplicity: 1
* ΔE to the lowest compared entry with this formula, charge and spin: 20.0 kJ/mol
* lowest unoccupied orbital energy: -7.03 eV
* net charge: +2
* E_HOMO: -20.4 eV

=====

What is the formula in the second record? C15H35CeCl2N4P